The following is a DFT calculation (ωB97M-V/def2-TZVPD) of a structure of composition C28H31CoN7OS.

Cartesian coordinates (Å):
Co  -0.190  0.039  -0.570
N  3.950  1.475  0.215
C  2.955  0.552  -0.098
S  2.615  0.230  -1.763
N  2.406  0.002  0.960
N  1.347  -0.824  0.564
C  1.254  -1.948  1.139
C  0.276  -2.986  0.787
C  0.258  -4.137  1.573
C  -0.582  -5.207  1.309
C  -1.435  -5.107  0.204
C  -1.434  -3.988  -0.602
C  -0.567  -2.886  -0.361
O  -0.556  -1.880  -1.166
H  4.670  1.548  -0.485
H  4.272  1.398  1.168
H  1.979  -2.169  1.925
H  0.936  -4.182  2.422
H  -0.574  -6.090  1.934
H  -2.119  -5.920  -0.020
H  -2.097  -3.912  -1.457
N  -2.665  5.536  -1.656
C  -1.792  4.937  -1.170
N  -0.767  4.367  -0.582
C  -0.413  3.130  -0.621
N  0.023  2.052  -0.609
C  -0.199  0.267  4.528
C  -1.445  0.203  3.676
C  -2.714  0.119  4.268
C  -3.828  0.067  3.441
C  -5.214  -0.030  4.037
C  -3.699  0.094  2.056
C  -2.431  0.176  1.402
C  -1.320  0.234  2.307
N  -2.169  0.187  0.073
C  -3.213  0.259  -0.944
C  -4.097  1.525  -0.841
C  -5.099  1.601  -2.000
C  -5.980  0.342  -2.000
C  -5.105  -0.910  -2.175
C  -4.342  -0.810  -3.501
C  -3.463  0.445  -3.483
C  -4.345  1.688  -3.329
C  -2.487  0.363  -2.301
C  -4.100  -1.005  -1.018
H  -0.451  0.253  5.591
H  0.376  1.174  4.323
H  0.462  -0.580  4.323
H  -2.821  0.102  5.350
H  -5.174  -0.014  5.129
H  -5.712  -0.956  3.732
H  -5.846  0.802  3.710
H  -4.609  0.031  1.485
H  -0.321  0.323  1.895
H  -3.452  2.411  -0.839
H  -4.648  1.545  0.096
H  -5.722  2.490  -1.875
H  -6.710  0.401  -2.817
H  -6.543  0.276  -1.061
H  -5.739  -1.801  -2.183
H  -5.042  -0.773  -4.345
H  -3.711  -1.697  -3.630
H  -2.893  0.507  -4.414
H  -5.054  1.761  -4.163
H  -3.725  2.589  -3.340
H  -1.855  1.261  -2.287
H  -1.839  -0.514  -2.416
H  -3.438  -1.868  -1.144
H  -4.636  -1.150  -0.082

2S+1: 4
Kohn-Sham gap (alpha / beta) in eV: 6.0 / 5.9
Total charge: -2
Highest occupied orbital energy (alpha / beta) in eV: -1.3 / -1.3



The following is a DFT calculation (ωB97M-V/def2-TZVPD) of a structure of composition C28H31FN3O2SW.

Cartesian coordinates (Å):
W  0.546  0.359  -0.350
C  -1.717  -2.348  1.031
N  -0.293  -2.164  0.712
C  0.518  -2.194  1.957
C  0.011  -1.369  3.144
C  -0.309  0.109  2.880
N  0.604  0.756  1.957
C  1.483  1.559  2.452
C  2.222  2.500  1.663
C  3.354  3.173  2.147
C  3.911  4.208  1.434
C  3.312  4.648  0.258
C  2.173  4.035  -0.220
C  1.634  2.916  0.432
O  0.554  2.306  -0.029
C  0.102  -3.329  -0.124
C  1.278  -3.041  -1.049
C  0.825  -2.161  -2.227
N  -0.095  -1.118  -1.782
C  -1.270  -1.104  -2.341
C  -2.339  -0.217  -2.012
C  -3.476  -0.136  -2.841
C  -4.527  0.691  -2.528
C  -4.489  1.454  -1.359
C  -3.413  1.372  -0.507
C  -2.315  0.552  -0.811
O  -1.315  0.439  0.030
H  -1.879  -3.270  1.600
H  -2.295  -2.405  0.109
H  -2.098  -1.516  1.613
H  1.532  -1.865  1.699
H  0.582  -3.231  2.320
H  0.797  -1.424  3.898
H  -0.882  -1.828  3.570
H  -0.315  0.629  3.847
H  -1.309  0.218  2.444
H  1.611  1.617  3.537
H  3.797  2.858  3.080
H  4.799  4.700  1.794
H  3.738  5.480  -0.281
H  1.684  4.400  -1.111
H  -0.751  -3.622  -0.743
H  0.342  -4.188  0.518
H  1.660  -3.982  -1.449
H  2.087  -2.556  -0.500
H  0.334  -2.790  -2.980
H  1.704  -1.689  -2.685
H  -1.479  -1.821  -3.140
H  -3.506  -0.727  -3.743
H  -5.381  0.756  -3.180
H  -5.312  2.110  -1.121
H  -3.372  1.950  0.403
F  4.014  -0.992  -6.454
C  3.260  -0.453  -5.480
C  3.847  -0.136  -4.267
C  3.067  0.424  -3.273
C  1.696  0.635  -3.460
C  0.883  1.270  -2.380
C  1.141  0.307  -4.698
C  1.916  -0.227  -5.712
H  4.900  -0.302  -4.120
H  3.522  0.694  -2.330
H  -0.125  1.495  -2.793
H  1.369  2.245  -2.190
H  0.093  0.497  -4.887
H  1.502  -0.436  -6.686
S  2.638  -0.265  -0.004

Kohn-Sham gap in eV: 7.0
Total charge: +1
Highest occupied orbital energy in eV: -11.0



The following is a DFT calculation (ωB97M-V/def2-TZVPD) of a structure of composition C28H31MgN10.

Cartesian coordinates (Å):
Mg  0.054  -0.215  -0.666
C  4.307  3.041  -2.935
C  4.169  3.205  -1.563
C  2.991  2.849  -0.929
C  1.931  2.299  -1.657
C  2.074  2.149  -3.036
C  3.251  2.521  -3.669
N  0.749  1.850  -1.039
C  0.059  2.675  -0.259
C  0.336  4.068  -0.057
C  -0.493  4.840  0.695
C  -1.670  4.321  1.309
C  -2.000  3.021  1.127
C  -1.154  2.174  0.357
N  -1.430  0.911  0.041
N  -2.569  0.382  0.298
C  -2.758  -0.814  -0.363
C  -3.935  -1.524  -0.093
C  -4.207  -2.673  -0.799
C  -3.308  -3.094  -1.778
C  -2.171  -2.345  -1.985
N  -1.874  -1.239  -1.295
H  5.227  3.330  -3.428
H  4.985  3.619  -0.983
H  2.885  2.973  0.142
H  1.239  1.759  -3.608
H  3.338  2.424  -4.745
H  1.202  4.504  -0.529
H  -0.262  5.891  0.818
H  -2.292  4.975  1.904
H  -2.895  2.589  1.554
H  -4.608  -1.137  0.659
H  -5.114  -3.234  -0.614
H  -3.502  -3.977  -2.370
H  -1.464  -2.632  -2.756
N  5.615  -0.844  -1.786
C  4.628  -0.589  -0.894
C  3.267  -0.623  -1.262
N  2.307  -0.407  -0.383
C  2.671  -0.137  0.878
C  4.005  -0.119  1.238
N  4.980  -0.355  0.370
H  5.433  -0.808  -2.771
H  6.561  -0.725  -1.467
H  2.987  -0.845  -2.285
H  1.879  0.056  1.589
H  4.312  0.079  2.258
C  2.322  -4.612  -1.467
C  1.410  -3.682  -2.246
N  0.910  -2.676  -1.328
C  0.689  -2.861  0.012
N  0.162  -1.857  0.661
C  -0.079  -2.018  2.090
C  0.977  -2.915  2.719
C  0.953  -4.251  1.997
N  1.074  -4.036  0.558
C  1.542  -5.140  -0.273
H  3.203  -4.068  -1.119
H  2.651  -5.434  -2.101
H  0.593  -4.259  -2.694
H  1.954  -3.188  -3.053
H  0.447  -1.868  -1.704
H  -1.072  -2.452  2.256
H  -0.077  -1.032  2.558
H  0.792  -3.059  3.783
H  1.961  -2.458  2.594
H  0.027  -4.788  2.224
H  1.786  -4.877  2.317
H  0.698  -5.745  -0.624
H  2.172  -5.779  0.345

Kohn-Sham gap (alpha / beta) in eV: 5.9 / 5.9
Total charge: +1
Highest occupied orbital energy (alpha / beta) in eV: -9.5 / -9.5



The following is a DFT calculation (ωB97M-V/def2-TZVPD) of a structure of composition C28H31MoN5O3S6.

Cartesian coordinates (Å):
Mo  0.439  -0.330  0.616
C  -2.954  3.940  5.278
C  -2.542  3.121  4.093
C  -2.896  3.450  2.804
C  -2.537  2.671  1.682
C  -2.940  3.216  0.423
N  -3.154  2.653  -0.732
C  -3.151  1.229  -1.030
C  -4.133  0.800  -2.111
C  -4.389  -0.699  -1.933
N  -3.140  -1.426  -1.688
C  -2.676  -2.408  -2.392
C  -1.443  -3.084  -2.139
C  -1.167  -4.206  -2.940
C  -0.009  -4.944  -2.797
C  0.283  -6.144  -3.646
C  0.888  -4.508  -1.826
C  0.684  -3.383  -1.025
C  1.746  -3.050  -0.088
N  1.855  -1.949  0.556
C  3.052  -1.783  1.405
C  2.752  -1.172  2.776
C  1.367  -1.471  3.325
N  0.384  -0.557  2.719
C  -0.301  0.203  3.505
C  -1.255  1.238  3.168
C  -1.713  2.008  4.237
C  -1.685  1.528  1.838
O  -1.311  0.864  0.808
C  -0.515  -2.646  -1.150
O  -0.819  -1.603  -0.395
H  -3.814  4.566  5.046
H  -3.226  3.302  6.118
H  -2.143  4.591  5.605
H  -3.491  4.341  2.636
H  -3.120  4.287  0.413
H  -3.334  3.281  -1.505
H  -2.130  0.962  -1.302
H  -3.392  0.732  -0.091
H  -5.093  1.311  -2.020
H  -3.734  1.008  -3.105
H  -5.022  -0.862  -1.059
H  -4.878  -1.147  -2.796
H  -2.539  -1.153  -0.906
H  -3.278  -2.744  -3.231
H  -1.895  -4.502  -3.686
H  -0.595  -6.445  -4.215
H  1.085  -5.931  -4.355
H  0.596  -6.990  -3.036
H  1.810  -5.063  -1.689
H  2.521  -3.808  0.028
H  3.530  -2.760  1.512
H  3.733  -1.131  0.860
H  3.496  -1.557  3.475
H  2.886  -0.089  2.744
H  1.058  -2.495  3.097
H  1.343  -1.354  4.410
H  -0.137  0.087  4.577
H  -1.379  1.744  5.235
C  4.405  4.186  -3.703
S  4.447  4.368  -1.900
C  4.916  2.750  -1.395
C  4.289  1.577  -1.633
S  2.737  1.369  -2.417
S  5.046  0.146  -0.982
C  6.334  0.937  -0.114
S  7.404  0.158  0.824
S  6.362  2.656  -0.429
H  4.515  5.190  -4.106
H  3.469  3.752  -4.044
H  5.246  3.583  -4.035
O  0.216  2.316  -1.518
S  1.544  2.257  -0.893
N  1.493  1.018  0.245

Kohn-Sham gap in eV: 5.9
Total charge: +2
Highest occupied orbital energy in eV: -11.9



The following is a DFT calculation (ωB97M-V/def2-TZVPD) of a structure of composition C28H31N6PRbS3.

Cartesian coordinates (Å):
Rb  0.326  0.096  -0.469
C  -3.379  2.567  -2.001
C  -2.943  1.719  -0.815
S  -3.529  0.039  -0.961
C  -2.226  2.313  0.167
C  -1.940  3.802  0.036
S  -1.623  1.602  1.680
H  -3.994  1.978  -2.677
H  -2.520  2.948  -2.567
H  -3.960  3.440  -1.685
H  -2.861  4.392  0.121
H  -1.492  4.062  -0.929
H  -1.272  4.124  0.833
N  5.036  2.021  0.488
C  4.446  3.250  0.714
C  4.958  4.495  1.062
C  4.040  5.518  1.213
C  2.664  5.309  1.028
C  2.163  4.070  0.679
C  3.078  3.032  0.515
N  2.851  1.708  0.174
C  4.026  1.146  0.178
C  4.238  -0.274  -0.092
C  5.408  -0.971  -0.066
S  5.091  -2.621  -0.391
C  3.420  -2.261  -0.571
N  3.123  -1.014  -0.386
H  6.011  1.798  0.563
H  6.017  4.661  1.213
H  4.389  6.505  1.487
H  1.982  6.137  1.171
H  1.102  3.889  0.561
H  6.404  -0.613  0.141
H  2.668  -3.015  -0.803
C  -3.289  -3.465  1.280
N  -3.046  -1.995  1.277
C  -3.476  -1.408  2.597
N  -2.805  -2.040  3.696
C  -3.019  -3.479  3.633
N  -2.596  -4.092  2.377
C  -1.133  -4.049  2.232
P  -0.425  -2.326  2.239
C  -1.611  -1.716  0.962
C  -1.376  -1.696  3.713
H  -2.941  -3.864  0.328
H  -4.364  -3.628  1.383
H  -3.518  -1.386  0.507
H  -4.554  -1.577  2.657
H  -3.258  -0.339  2.540
H  -4.089  -3.669  3.764
H  -2.475  -3.955  4.450
H  -0.837  -4.492  1.278
H  -0.696  -4.649  3.034
H  -1.379  -2.174  0.000
H  -1.598  -0.622  0.935
H  -1.275  -0.609  3.734
H  -0.927  -2.090  4.628
C  0.425  -3.476  -1.051
C  0.322  -2.800  -2.080
C  0.257  -1.953  -3.238
C  1.337  -1.852  -4.127
C  1.292  -0.987  -5.209
C  0.169  -0.200  -5.437
C  -0.912  -0.294  -4.570
C  -0.875  -1.161  -3.489
H  2.214  -2.462  -3.948
H  2.141  -0.925  -5.879
H  0.140  0.480  -6.280
H  -1.798  0.311  -4.724
H  -1.730  -1.212  -2.822

Kohn-Sham gap in eV: 4.6
Total charge: -1
Highest occupied orbital energy in eV: -2.8



The following is a DFT calculation (ωB97M-V/def2-TZVPD) of a structure of composition C28H32AsN4S3V.

Cartesian coordinates (Å):
V  -0.774  -0.686  0.093
S  0.467  -2.689  0.265
C  1.538  -1.663  1.146
S  0.831  -0.178  1.720
C  2.887  -1.944  1.373
C  3.736  -1.003  2.041
N  4.421  -0.239  2.571
C  3.490  -3.152  0.890
N  3.982  -4.116  0.490
C  -1.512  2.207  -0.118
N  -2.758  2.005  -0.819
C  -2.609  1.241  -2.041
C  -3.843  1.532  0.038
C  -3.873  0.093  0.579
C  -5.135  -0.264  1.071
C  -5.382  -1.514  1.612
C  -4.347  -2.440  1.642
C  -3.094  -2.077  1.163
C  -2.777  -0.802  0.631
H  -0.788  2.724  -0.753
H  -1.036  1.294  0.246
H  -1.686  2.807  0.775
H  -1.966  1.782  -2.742
H  -3.587  1.113  -2.508
H  -2.189  0.240  -1.903
H  -4.768  1.683  -0.524
H  -3.892  2.220  0.890
H  -5.945  0.464  1.033
H  -6.368  -1.766  1.988
H  -4.515  -3.437  2.039
H  -2.306  -2.819  1.223
C  -2.072  -3.031  5.204
As  -0.896  -2.112  3.907
C  -1.666  -0.338  4.254
C  0.636  -1.943  5.124
H  -2.076  -2.522  6.172
H  -1.738  -4.061  5.341
H  -3.089  -3.048  4.805
H  -1.846  -0.196  5.322
H  -2.606  -0.251  3.705
H  -0.979  0.425  3.893
H  0.322  -1.558  6.097
H  1.369  -1.266  4.683
H  1.101  -2.920  5.256
N  0.667  0.104  -1.579
S  2.117  -0.116  -2.155
C  3.189  1.229  -1.645
C  4.319  1.579  -2.377
C  5.131  2.600  -1.911
C  4.822  3.247  -0.718
C  3.708  2.865  0.013
C  2.878  1.850  -0.449
C  2.041  0.233  -3.915
C  1.819  1.517  -4.388
C  1.528  1.706  -5.732
C  1.456  0.613  -6.590
C  1.678  -0.665  -6.108
C  1.968  -0.859  -4.761
H  0.274  0.986  -1.912
H  4.559  1.066  -3.301
H  6.009  2.889  -2.476
H  5.462  4.042  -0.356
H  3.484  3.343  0.959
H  2.021  1.514  0.126
H  1.883  2.365  -3.714
H  1.354  2.706  -6.108
H  1.222  0.763  -7.637
H  1.618  -1.516  -6.775
H  2.131  -1.856  -4.365

2S+1: 4
Kohn-Sham gap (alpha / beta) in eV: 5.6 / 6.8
Total charge: -1
Highest occupied orbital energy (alpha / beta) in eV: -3.5 / -4.7



The following is a DFT calculation (ωB97M-V/def2-TZVPD) of a structure of composition C28H32AsNO2S3Sr.

Cartesian coordinates (Å):
Sr  -0.299  0.414  0.554
C  -1.495  4.089  2.080
C  -1.066  3.829  0.671
O  -0.592  2.724  0.372
C  -1.215  4.856  -0.370
C  -1.827  6.078  -0.088
C  -1.964  7.029  -1.087
C  -1.484  6.760  -2.361
C  -0.865  5.547  -2.647
C  -0.730  4.595  -1.655
H  -1.291  3.222  2.702
H  -2.563  4.310  2.112
H  -0.975  4.962  2.477
H  -2.198  6.295  0.904
H  -2.435  7.978  -0.872
H  -1.584  7.507  -3.138
H  -0.482  5.356  -3.640
H  -0.238  3.653  -1.859
C  1.022  -1.161  4.230
As  -0.839  -1.475  3.922
C  -1.572  -1.573  5.689
C  -1.181  -3.209  3.193
S  -1.848  0.103  2.880
H  1.418  -1.992  4.813
H  1.089  -0.245  4.814
H  1.567  -1.071  3.294
H  -1.174  -2.449  6.200
H  -2.654  -1.646  5.603
H  -1.306  -0.670  6.234
H  -0.610  -3.954  3.746
H  -0.923  -3.244  2.139
H  -2.247  -3.386  3.330
S  -0.557  0.035  -2.407
C  -1.816  0.935  -3.138
N  -1.917  0.863  -4.491
C  -2.828  1.517  -5.248
C  -3.746  2.328  -4.653
C  -3.707  2.435  -3.254
C  -2.774  1.754  -2.515
H  -1.241  0.264  -4.950
H  -2.767  1.341  -6.312
H  -4.473  2.857  -5.250
H  -4.429  3.063  -2.748
H  -2.766  1.842  -1.439
O  0.881  -1.540  0.897
S  1.074  -2.432  -0.371
C  1.375  -4.048  0.243
C  2.219  -4.235  1.338
C  2.448  -5.524  1.776
C  1.850  -6.602  1.121
C  1.016  -6.399  0.036
C  0.765  -5.104  -0.413
C  2.679  -1.961  -0.973
C  3.104  -2.517  -2.173
C  4.375  -2.213  -2.630
C  5.197  -1.363  -1.899
C  4.748  -0.802  -0.714
C  3.476  -1.099  -0.237
H  2.687  -3.386  1.819
H  3.103  -5.701  2.618
H  2.042  -7.609  1.466
H  0.554  -7.240  -0.461
H  0.106  -4.929  -1.254
H  2.458  -3.172  -2.745
H  4.725  -2.639  -3.561
H  6.192  -1.139  -2.259
H  5.389  -0.134  -0.153
H  3.119  -0.680  0.693

Kohn-Sham gap in eV: 8.2
Total charge: +2
Highest occupied orbital energy in eV: -13.3